1.
Molecular formula: C16H53F3N9O13S
Method: DFT, the ωB97M-V functional and the def2-TZVPD basis

```
95
Properties=species:S:1:pos:R:3
C 0.37344 -0.87906 0.02356
F 0.27908 -0.04671 1.05924
F 1.11082 -0.32244 -0.92627
F 0.97928 -1.99935 0.45820
S -1.30560 -1.37904 -0.55950
O -2.04668 -0.16226 -0.80498
O -1.06514 -2.16717 -1.75797
O -1.84497 -2.17509 0.52554
C 2.62948 0.28128 2.86159
C 4.01313 0.73006 3.29732
C 4.83166 -0.43522 3.85880
O 4.21369 -0.88162 5.05486
C 5.00401 -1.78833 5.77678
N 4.71034 1.34903 2.15309
H 2.62235 -0.68593 2.36858
H 2.20009 1.06944 2.24917
H 2.04427 0.16342 3.77694
H 3.99092 1.50729 4.06257
H 5.83873 -0.04511 4.06444
H 4.91371 -1.26452 3.14182
H 6.05346 -1.50372 5.86330
H 4.91441 -2.81946 5.39208
H 4.56370 -1.92999 6.76851
H 4.77785 0.68834 1.38802
H 5.62781 1.66776 2.43695
C -0.91716 4.21673 1.74728
C 0.46743 3.60568 1.70618
C 0.82676 3.05101 0.33127
O 1.05666 4.06887 -0.60089
C 1.31133 3.60220 -1.90160
N 1.46894 4.57024 2.18563
H -1.71165 3.50185 1.53241
H -0.99608 5.01476 1.00340
H -1.21158 4.63897 2.71157
H 0.43947 2.71229 2.34290
H 0.03321 2.36847 -0.01050
H 1.70042 2.39133 0.48254
H 0.38838 3.38608 -2.44593
H 1.96784 2.72284 -1.92555
H 1.87562 4.38728 -2.41002
H 1.30227 5.48201 1.77114
H 2.34759 4.29370 1.74891
C -1.72980 0.54361 -4.36505
C -2.68645 1.53976 -5.02551
C -2.57977 1.51745 -6.52905
O -1.30968 2.04764 -6.88912
C -1.03992 1.96301 -8.25577
N -4.10603 1.16511 -4.68525
H -0.73345 0.99443 -4.43793
H -1.72534 -0.44002 -4.83785
H -1.94445 0.41025 -3.30559
H -2.54250 2.53360 -4.60431
H -3.35041 2.15955 -6.97181
H -2.72153 0.49118 -6.88853
H -1.38834 2.85408 -8.78750
H -1.38527 1.06131 -8.77941
H 0.04521 1.87390 -8.39287
H -4.14130 0.15320 -4.78802
H -4.19326 1.31560 -3.68368
O -4.62445 -1.61573 -0.12101
H -3.87596 -2.22367 -0.09503
H -4.22535 -0.75661 -0.29013
O -2.50313 -4.32671 -2.62682
H -2.87079 -3.89446 -3.40249
H -2.07174 -3.60215 -2.13548
O -3.00588 2.39768 -0.41630
H -3.29928 2.37504 0.50523
H -2.58072 1.53444 -0.53302
O -3.01321 -3.77982 2.40119
H -3.11598 -3.06239 3.03293
H -2.48657 -3.38907 1.68202
C 1.35673 -5.02619 -3.26822
O 2.45951 -5.47687 -3.56129
N 0.20701 -5.73875 -3.45404
N 1.19921 -3.78562 -2.71651
H -0.70562 -5.40607 -3.17684
H 0.38144 -6.63671 -3.86374
H 2.02242 -3.23757 -2.56960
H 0.30830 -3.64561 -2.26711
C -2.95933 1.56139 3.21205
O -3.88218 1.84010 2.46460
N -2.80230 2.12594 4.45583
N -2.04759 0.57121 2.94331
H -3.44147 2.86151 4.69059
H -1.91955 2.05985 4.92814
H -1.44999 0.25198 3.68357
H -2.08335 0.18297 2.01791
C 0.89027 -2.90037 4.02019
O 0.49791 -2.36406 5.04489
N 0.13597 -3.75956 3.26955
N 2.22270 -2.86174 3.65925
H -0.85183 -3.75843 3.43742
H 0.53480 -4.16791 2.44457
H 2.83936 -2.37766 4.29057
H 2.51362 -3.13797 2.73972
```

As for the total charge: -1. For the energy relative to the best compared isomer or geometry (same formula, charge and spin), the calculation gives 0.00 kJ/mol. Its HOMO energy is -7.3 eV. Its total energy is -76473.7280 eV. For the LUMO energy, the calculation gives 0.080 Ha.

Atom charges from the Mulliken analysis, given in e for atoms 1 to 2: 0.393, 0.169

=====

2.
Molecular formula: C4H7NO
Method: DFT, the ωB97M-V functional and the def2-TZVPD basis

```
13
Properties=species:S:1:pos:R:3
C -1.93152 0.03963 0.46111
N -0.75458 0.88002 0.28172
C -0.23638 0.42989 -0.78365
C 1.03794 -0.29184 -0.62252
C 2.00814 0.16005 0.36450
O 1.14584 -0.90675 0.67782
H -1.51980 -0.94808 0.75114
H -2.58401 -0.13412 -0.41235
H -2.42785 0.47158 1.30414
H -0.83033 0.25723 -1.69411
H 1.27268 -0.99175 -1.41639
H 3.04938 -0.09646 0.20763
H 1.77855 1.09497 0.87457
```

The structure (SMILES) is C/N=C/[C@H]1CO1. For the energy relative to the best compared isomer or geometry (same formula, charge and spin), the calculation gives 434.65 kJ/mol. Its HOMO energy (spin up / spin down) is -8.6 / -8.6 eV. Its total energy is -7795.1396 eV. For the LUMO energy (spin up / spin down), the calculation gives 0.012 / 0.012 Ha.

Atom charges from the Mulliken analysis, given in e for atoms 1 to 2: -0.834, -0.436

=====

3.
Molecular formula: CH3NOS2
Method: DFT, the ωB97M-V functional and the def2-TZVPD basis

```
8
Properties=species:S:1:pos:R:3
C 0.18865 -0.34696 0.41672
N 0.46707 1.00597 -0.03469
O 1.65471 1.37465 0.43864
S 2.89082 0.37529 -0.15034
S 1.76764 -1.38922 0.04417
H 0.09673 -0.44022 1.50383
H -0.63722 -1.05274 0.17358
H 0.57035 0.97360 -1.12395
```

The structure (SMILES) is C1NOSS1. For the energy relative to the best compared isomer or geometry (same formula, charge and spin), the calculation gives 225.70 kJ/mol. Its HOMO energy is -8.3 eV. Its total energy is -26290.6297 eV. For the LUMO energy, the calculation gives 0.013 Ha.

Atom charges from the Mulliken analysis, given in e for atoms 1 to 2: -0.283, -0.306

=====

4.
Molecular formula: C2H27FHfO12
Method: DFT, the ωB97M-V functional and the def2-TZVPD basis

```
43
Properties=species:S:1:pos:R:3
Hf 0.51699 -0.30529 -3.68291
F 1.86847 -2.03381 -2.61825
C 0.28835 -0.61854 0.39739
C -0.30839 0.65793 -0.26273
O 0.05776 0.77134 -1.61071
H 0.14891 -1.49238 -0.23904
H -0.06748 -0.81994 1.40780
H 1.36122 -0.49302 0.54333
H 0.09333 1.48897 0.31701
H -1.39674 0.64282 -0.20469
O -1.20750 2.26123 2.79357
H -1.70092 1.85821 2.07918
H -0.29201 2.06756 2.59205
O -4.43363 -0.50385 -0.72051
H -4.30878 -0.63091 -1.66099
H -4.14697 0.39514 -0.55966
O 3.38049 -0.84582 3.48001
H 3.13168 -0.31562 2.72290
H 2.62114 -0.80526 4.06137
O 1.35578 3.39894 -1.23046
H 0.79953 2.70071 -0.88508
H 1.94851 2.95554 -1.83733
O -1.05539 -1.75816 -2.57791
H -1.51900 -2.57592 -2.75839
H -1.33509 -1.51336 -1.69582
O 2.11605 -3.32417 0.35490
H 1.60491 -3.95969 -0.14618
H 1.47994 -2.91200 0.93945
O 3.41375 1.36678 1.55308
H 4.33110 1.61521 1.66705
H 3.37002 1.01071 0.66564
O -2.05952 2.71546 -2.53491
H -2.86242 2.98375 -2.08813
H -1.52699 2.31172 -1.84961
O 0.03673 2.07790 -4.07292
H 0.11424 2.62563 -4.85408
H -0.51918 2.58319 -3.47971
O 0.59571 -2.96623 2.33352
H 0.10121 -3.69494 2.70862
H 0.79954 -2.40444 3.08123
O -2.48702 -1.21671 2.48201
H -2.55879 -1.64567 3.33470
H -1.74956 -1.65291 2.05525
```

As for the total charge: +2. For the energy relative to the best compared isomer or geometry (same formula, charge and spin), the calculation gives 0.00 kJ/mol. Its HOMO energy is -15.2 eV. Its total energy is -31084.3745 eV. For the LUMO energy, the calculation gives -0.442 Ha.

Atom charges from the Mulliken analysis, given in e for atoms 1 to 2: 1.861, -0.537

=====

5.
Molecular formula: C25H30As3BBr4Cl5F2O4Ta
Method: DFT, the ωB97M-V functional and the def2-TZVPD basis

```
75
Properties=species:S:1:pos:R:3
Ta 0.27892 -0.11789 -0.08919
Br 5.72598 -4.34344 1.21979
C 4.59450 -3.04849 0.45063
C 4.96865 -2.37890 -0.71807
Br 6.61351 -2.76522 -1.55121
C 4.12922 -1.41730 -1.28271
Br 4.54328 -0.46842 -2.84956
C 2.92273 -1.12862 -0.66531
O 2.01573 -0.26062 -1.09480
C 2.54481 -1.81192 0.48948
O 1.33688 -1.45335 0.95010
C 3.37013 -2.76334 1.05782
Br 2.77801 -3.60718 2.63066
C 1.03724 0.17696 3.67150
As -0.51376 -0.26645 2.58829
C -0.90622 -2.01417 3.33442
C -1.82562 0.87928 3.47480
C -3.19074 1.10347 2.80532
C -3.82071 -0.23331 2.41989
C -3.03529 2.03133 1.60247
As -2.14421 1.47355 -0.06010
C -2.09557 3.28818 -0.77362
C -3.68334 0.87725 -1.10043
C -4.05420 1.80193 3.88227
As -5.84452 2.64177 3.64155
C -5.36275 4.32448 2.73958
C -6.67702 1.74524 2.10164
H 0.82082 -0.06863 4.71090
H 1.25081 1.24039 3.58740
H 1.88974 -0.40434 3.32665
H -0.87920 -1.92879 4.42066
H -0.14166 -2.70794 2.99311
H -1.88082 -2.37091 3.01284
H -1.32813 1.84110 3.61892
H -1.96786 0.42960 4.46204
H -3.21511 -0.76777 1.68596
H -4.80661 -0.09843 1.98160
H -3.92708 -0.87546 3.29733
H -2.50111 2.93532 1.90359
H -4.01826 2.33479 1.24798
H -3.03427 3.76516 -0.48907
H -2.01588 3.27058 -1.85800
H -1.25802 3.83168 -0.34552
H -4.33439 1.73766 -1.25922
H -4.22484 0.09170 -0.58482
H -3.34450 0.49338 -2.06172
H -3.47727 2.62566 4.31780
H -4.20301 1.08920 4.69872
H -4.51318 4.77801 3.25020
H -6.20946 5.00491 2.82328
H -5.11946 4.19965 1.68641
H -6.94457 0.72205 2.36067
H -6.06436 1.74474 1.20171
H -7.59873 2.28874 1.89191
F -2.63427 -1.73044 -0.45821
B -1.38728 -1.80331 0.04491
F -1.18814 -2.94975 0.71090
Cl 0.55714 2.34193 -2.12852
C -0.17574 1.00788 -2.98297
C -0.31501 -0.17526 -2.27498
C -0.60442 -1.28640 -3.05461
Cl -0.43773 -2.87104 -2.36650
C -0.91268 -1.20601 -4.41393
Cl -1.30543 -2.61116 -5.32170
C -0.89009 0.03726 -5.04556
Cl -1.29946 0.17830 -6.70734
C -0.47689 1.15754 -4.33025
Cl -0.32634 2.68506 -5.10216
C 2.77166 2.98084 1.66134
O 2.16937 1.84148 1.03004
C 0.82127 1.80748 0.98440
O 0.15968 2.71272 1.45717
H 3.84132 2.79799 1.64170
H 2.41946 3.08590 2.68716
H 2.52788 3.88967 1.11291
```

For the energy relative to the best compared isomer or geometry (same formula, charge and spin), the calculation gives 9.47 kJ/mol. Its HOMO energy is -8.3 eV. Its total energy is -567566.7781 eV. For the LUMO energy, the calculation gives -0.022 Ha.

Atom charges from the Mulliken analysis, given in e for atoms 1 to 2: -0.604, -0.175

=====

6.
Molecular formula: C24H44AlBN6P2
Method: DFT, the ωB97M-V functional and the def2-TZVPD basis

```
78
Properties=species:S:1:pos:R:3
Al 0.24403 -0.13725 -0.12401
C -0.09725 1.22562 3.41208
C -0.28409 -0.25636 3.75308
C -1.69431 -0.81437 3.73551
C 0.58190 -1.14842 2.93386
C 1.40852 -2.12508 3.40790
C 2.05766 -2.62953 2.27486
N 1.80164 -2.00207 1.18740
N 0.84612 -0.95482 1.56445
B 2.30061 -2.29242 -0.35002
N 1.09359 -2.65334 -1.24479
C 0.66455 -3.92521 -1.52078
C -0.70816 -3.96615 -1.57276
C -1.13226 -2.65388 -1.11719
N -0.05687 -1.93298 -0.88049
C -2.53014 -2.26868 -0.71705
C -3.14322 -3.26435 0.27491
C -3.51168 -2.13994 -1.92282
N 2.83659 -0.93704 -0.76095
C 4.12385 -0.60706 -0.97473
C 4.34921 0.66450 -0.44925
C 3.10109 1.11100 0.00552
N 2.14600 0.23026 -0.31458
C 2.73004 2.41918 0.66587
C 1.90555 3.38429 -0.17991
C 4.05294 3.00095 1.17330
H -0.86701 1.84014 3.88393
H -0.16562 1.33161 2.33445
H 0.85167 1.46287 3.88971
H 0.15426 -0.26255 4.79423
H -2.10292 -1.03314 2.70765
H -2.41750 -0.17596 4.25007
H -1.65735 -1.75532 4.33167
H 1.54546 -2.36144 4.41316
H 2.71306 -3.46293 2.19504
H 3.16279 -3.15318 -0.38582
H 1.35366 -4.64321 -1.87836
H -1.38153 -4.77746 -1.79687
H -2.53110 -1.23902 -0.26603
H -3.66428 -4.14558 -0.17586
H -3.86644 -2.79838 0.98523
H -2.41045 -3.74680 0.93696
H -3.85197 -3.10960 -2.35262
H -3.15082 -1.39645 -2.64549
H -4.41942 -1.66239 -1.55366
H 4.76829 -1.35696 -1.36530
H 5.20973 1.33788 -0.48416
H 2.13944 2.14566 1.50347
H 2.47304 3.52038 -1.15310
H 1.92349 4.45179 0.19840
H 0.86511 3.04128 -0.41223
H 4.65577 3.32351 0.35592
H 4.65398 2.27319 1.74173
H 4.03292 3.83576 1.83775
C 1.18201 1.98380 -3.26509
P -0.03491 0.85285 -2.48173
C -0.31962 -0.47607 -3.72238
C -1.63721 1.76462 -2.71362
C -2.59789 1.68603 -1.55285
P -1.74732 1.46613 0.07401
C -1.49925 3.25235 0.39560
C -3.12359 1.04244 1.22119
H 1.25566 1.88641 -4.33596
H 2.13542 1.69521 -2.86158
H 1.06334 3.06368 -2.99853
H -0.05290 -0.00735 -4.67809
H -1.37335 -0.83256 -3.75523
H 0.36515 -1.31911 -3.45022
H -2.07930 1.41212 -3.68896
H -1.46218 2.84858 -2.83199
H -3.18566 0.76690 -1.67048
H -3.33860 2.54959 -1.57539
H -2.50359 3.65807 0.32364
H -0.85545 3.66907 -0.37491
H -1.11301 3.34004 1.42912
H -4.08688 1.40935 0.82759
H -2.89668 1.49774 2.15085
H -3.19635 -0.02036 1.38567
```

As for the total charge: +2. Its HOMO energy is -14.6 eV. Its total energy is -60384.0399 eV. For the LUMO energy, the calculation gives -0.197 Ha.

Atom charges from the Mulliken analysis, given in e for atoms 1 to 2: -3.550, -1.000

=====

7.
Molecular formula: C3H7NO2P
Method: DFT, the ωB97M-V functional and the def2-TZVPD basis

```
14
Properties=species:S:1:pos:R:3
C 1.32582 0.02149 -0.94401
C 1.00633 -1.54806 1.07145
C -1.42665 1.46834 0.29337
N 0.75409 -0.68813 0.18849
O 0.09533 0.20086 -1.65200
O -1.87002 -1.28415 -0.40961
P -0.98752 -0.16387 -0.37623
H 1.64527 1.01552 -0.78080
H 1.95019 -0.46870 -1.61847
H 2.10514 -1.82043 1.30340
H 0.21267 -1.95521 1.67843
H -1.55292 1.35370 1.35580
H -2.50306 1.54773 -0.12818
H -0.75465 2.32092 0.01837
```

As for the total charge: +1. For the energy relative to the best compared isomer or geometry (same formula, charge and spin), the calculation gives 8.37 kJ/mol. Its HOMO energy is -16.0 eV. Its total energy is -18090.8261 eV. For the LUMO energy, the calculation gives -0.192 Ha.

Atom charges from the Mulliken analysis, given in e for atoms 1 to 2: -0.243, -0.019

=====

8.
Molecular formula: C4H5N3O
Method: DFT, the ωB97M-V functional and the def2-TZVPD basis

```
13
Properties=species:S:1:pos:R:3
C -1.00693 2.32589 0.12666
N -0.65508 1.46837 -0.73627
N -0.35480 0.22180 -0.16890
N -0.33960 0.19127 1.26572
C 0.36980 -0.87215 1.67704
C 0.93035 -1.56941 0.57579
C 0.52566 -0.82051 -0.57344
O 0.47020 -0.97537 -1.94061
H -1.21098 3.35030 -0.22362
H -1.03962 2.11683 1.22402
H 0.35931 -1.17337 2.74799
H 1.57663 -2.35615 0.45239
H 1.08611 -1.68764 -2.03606
```

The structure (SMILES) is C=Nn1nccc1O. For the energy relative to the best compared isomer or geometry (same formula, charge and spin), the calculation gives 390.47 kJ/mol. Its HOMO energy is -8.9 eV. Its total energy is -10743.5678 eV. For the LUMO energy, the calculation gives 0.023 Ha.

Atom charges from the Mulliken analysis, given in e for atoms 1 to 2: -0.208, -0.626

=====

So what do the calculations give for largest force on an atom? Going down the list: 2.10, 1.15, 4.61, 9.95, 0.57, 3.50, 4.99, 5.23 eV/Å.